[1]
# C18H19NO4

C18H19NO4 as an isolated structure in a non-equilibrium geometry (ωB97M-V/def2-TZVPD, the Open Molecules 2025 dataset).

Last column: Löwdin charge in e.
CARTESIAN COORDINATES (ANGSTROEM)
C 4.35858 0.55606 0.82788  -0.087
H 4.95697 1.46111 0.39988  0.138
O 3.54469 0.17187 -0.23831  -0.077
C 2.34338 0.80962 -0.52464  -0.245
C 2.14879 1.97422 -0.21642  -0.084
C 0.96857 2.81417 -0.39233  -0.072
C -0.02781 2.22579 -1.10161  -0.150
C 0.17273 1.06103 -1.80429  -0.004
C 1.23113 0.29233 -1.39882  -0.079
O 1.37006 -1.03978 -1.85018  0.007
C 1.69180 -1.90415 -1.04789  -0.359
C 0.45208 -2.74289 -0.53831  -0.103
H 0.77960 -4.09325 -0.55564  0.225
H -0.29856 -2.56567 -1.02241  -0.015
C 0.25525 -2.45887 0.88551  -0.183
N -0.19988 -1.09999 1.30181  0.055
C 0.65694 -0.30387 1.91428  -0.486
O 1.65647 -0.37979 2.45414  0.186
O 0.04739 1.13932 1.83687  0.047
C -1.26775 0.89657 1.35433  -0.144
C -2.30348 1.74302 0.92335  -0.073
C -3.47466 1.37935 0.46355  -0.054
C -3.45219 0.08623 -0.09708  -0.189
C -2.47410 -0.87543 0.25763  -0.011
C -1.30862 -0.29888 0.53422  -0.093
H -2.39241 -1.92246 -0.27161  0.162
C -4.64816 -0.64653 -0.92341  0.004
H -5.52991 0.04781 -0.46589  0.128
H -4.71543 -0.07325 -1.81328  0.050
H -4.66542 -1.58305 -0.93839  -0.027
H -4.16297 2.07138 0.05994  0.113
H -2.22649 2.73585 1.24609  0.110
H 1.19461 -2.53346 1.64459  0.168
H -0.55346 -3.20985 1.38863  0.154
H 2.43762 -1.88091 -0.29653  0.116
H 2.28647 -2.56422 -1.74537  0.147
H -0.52318 0.58743 -2.48592  0.134
H -0.79741 2.95028 -1.31058  0.107
H 0.91194 3.96175 -0.07584  0.154
H 2.74975 2.72855 0.67108  0.207
H 3.89798 0.64602 1.86608  0.119
H 4.90909 -0.16348 1.08489  0.001

## Properties
E (eV): -28641.9492
ΔE to the lowest compared entry with this formula, charge and spin (kcal per mole): 320.4

[2]
# C5H39NO14

A 14-piece molecular cluster, C5H39NO14 overall in a non-equilibrium geometry (ωB97M-V/def2-TZVPD, the Open Molecules 2025 dataset).

Last column: Löwdin charge in e.
CARTESIAN COORDINATES (ANGSTROEM)
C -2.41100 -0.89646 -0.26924  -0.116
N -1.11830 -0.47765 0.27842  -0.054
C -1.92391 2.65203 2.42321  -0.113
C -1.46788 1.27664 2.09886  -0.212
C -1.14990 0.96616 0.58554  -0.293
C 0.27772 1.53249 0.40643  -0.201
O 0.47568 2.29861 -0.77604  -0.097
H -2.28346 -1.89240 -0.74505  0.080
H -2.89747 -0.17357 -0.88431  0.042
H -3.10453 -1.02856 0.54821  0.061
H -0.63992 -0.96521 1.00500  0.079
H -2.51174 3.19183 1.64792  0.084
H -2.43199 2.81802 3.34266  0.054
H -1.07933 3.34379 2.70148  0.088
H -0.41784 1.05208 2.47124  0.111
H -1.94005 0.54796 2.74639  0.107
H -1.88071 1.44614 -0.06485  0.110
H 1.09260 0.77417 0.48354  0.119
H 0.54624 2.26926 1.17012  0.112
H -0.04622 2.15642 -1.58599  0.047
H 0.19643 -3.95956 -0.10436  0.029
H 1.69890 -4.26655 -0.22895  0.057
O 1.05989 -3.70064 0.21576  -0.062
H 1.17185 -3.32795 -2.31665  0.038
H -0.29848 -3.63771 -2.27730  0.026
O 0.54616 -4.08972 -2.18224  -0.091
H 1.91848 -1.31607 -1.29699  0.048
H 0.48218 -1.88563 -1.09948  0.028
O 1.13564 -1.62258 -1.76918  -0.076
H 2.52581 1.78268 4.03164  0.062
H 3.69675 1.25890 3.43474  0.072
O 3.24058 2.12709 3.47474  -0.051
H 3.36501 2.48646 0.14514  0.044
H 3.38447 2.17874 1.72475  -0.005
O 3.90223 2.18672 0.89847  -0.077
H 0.63126 -3.29103 2.61971  0.014
H 1.51016 -2.09067 2.47084  0.026
O 0.72428 -2.38882 2.94390  -0.060
H 1.84561 1.17242 -1.37503  -0.007
H 2.91325 0.78498 -2.47420  0.063
O 2.75040 0.84177 -1.52562  -0.050
H -1.88997 -3.40424 2.12431  0.038
H -3.08129 -3.19178 1.26286  0.047
O -2.48763 -2.70101 1.84343  -0.058
H -0.83415 0.63446 -3.60874  0.046
H 0.43391 0.67560 -2.75975  0.038
O -0.36553 1.17815 -2.95750  -0.061
H -0.01457 -1.72937 -4.03634  0.055
H -1.04075 -1.32189 -2.92000  0.022
O -0.82603 -1.24920 -3.85415  -0.041
H -4.19326 2.10505 -0.54119  -0.020
H -4.85577 2.30233 0.89781  0.025
O -4.85581 2.58079 -0.01873  -0.066
H -3.32061 2.02845 -2.71683  0.090
H -2.21867 1.23469 -2.22193  0.019
O -3.09757 1.51815 -1.91722  -0.077
H 3.70779 -0.78911 0.63152  0.002
H 4.44510 0.41849 0.65856  -0.002
O 4.53525 -0.48758 1.03364  -0.090

## Properties
E (eV): -35971.2413
ΔE to the lowest compared entry with this formula, charge and spin (kcal per mole): 122.6

[3]
# H16O18SV3

H16O18SV3 as an isolated structure in a non-equilibrium geometry (ωB97M-V/def2-TZVPD, the Open Molecules 2025 dataset).

Last column: Löwdin charge in e.
CARTESIAN COORDINATES (ANGSTROEM)
O -0.54825 -0.89624 -3.15555  -0.280
V -1.47142 -1.80101 -2.19972  1.093
O -0.59641 -3.08948 -1.77487  -0.235
O 2.65316 3.14001 -2.20187  -0.276
V 1.67590 2.22588 -1.31155  0.983
O 1.30253 3.10256 -0.06759  -0.292
O 0.76038 2.34370 2.69649  -0.245
V -0.80931 2.04155 2.88164  1.193
O -0.88971 0.97838 4.07523  -0.198
S -0.22804 -0.12949 0.40657  0.402
O -1.06739 0.81073 1.17675  -0.373
O -1.20846 -0.92340 -0.35964  -0.358
O 0.69241 0.55844 -0.50894  -0.343
O 0.52992 -0.95834 1.31877  -0.288
O -0.79997 -2.47708 3.08662  -0.058
H -1.65918 -2.54987 2.66086  0.012
H -0.24362 -1.96036 2.46306  -0.014
O -3.30769 -0.64102 -2.30310  -0.053
H -3.18443 0.09431 -1.66132  0.058
H -4.21367 -0.54497 -2.62445  0.115
O -2.37364 1.93966 -1.04410  -0.036
H -2.93154 2.62872 -0.66415  0.069
H -1.90493 1.55595 -0.28291  -0.017
O 1.59986 0.89673 -3.13583  -0.059
H 2.26999 0.41436 -3.63261  0.105
H 0.75991 0.46874 -3.37028  0.030
O -3.65388 -1.14808 1.27847  -0.037
H -3.58929 -2.07911 1.03756  0.048
H -2.78016 -0.79034 1.10600  -0.028
O 3.37098 1.04564 -0.63152  -0.042
H 3.45335 0.63850 0.25777  0.070
H 4.04931 0.62934 -1.17554  0.109
O 2.43662 -2.46492 0.02342  -0.057
H 2.95468 -2.73492 0.78955  0.047
H 1.71790 -1.91651 0.38838  -0.023
O 2.79935 0.46964 2.13459  -0.031
H 2.34158 1.28671 2.35754  0.006
H 2.09315 -0.16439 1.96624  0.005

## Properties
E (eV): -125006.8690
ΔE to the lowest compared entry with this formula, charge and spin (kcal per mole): 4.4
Total charge: +1